33
Properties=species:S:1:pos:R:3:forces:R:3:lowdin_charge:R:1 method="wB97M-V/def2-TZVPD" smiles=Cc1c[nH]c2ccccc12.CC(C)C gap_ha=0.3114 total_energy_ev=-15277.218 total_charge=0 e_lumo_ev=0.792 fmax_ev_per_a=5.162 relative_energy_kj_mol=250.3
C -1.2884 1.3777 2.8658 -3.39 2.27 -0.63 -0.480
C -1.5754 2.2164 4.1386 1.38 0.23 1.85 -0.123
C -2.7574 0.8438 2.3819 1.61 1.91 -0.44 -0.076
C -0.5460 2.2747 1.9123 1.15 3.59 0.38 -0.152
H -0.6739 0.5111 2.7768 0.47 -0.95 1.47 0.093
H -1.5346 3.4277 3.9333 -0.45 -3.35 0.54 0.133
H -3.6615 1.5164 2.6478 1.77 -0.87 -0.52 0.090
H -2.5631 0.8279 1.2704 -1.12 -0.91 1.00 0.075
H -2.8308 -0.0817 2.9584 -0.48 -0.23 -0.81 0.057
H 0.5087 2.5352 2.3966 -2.17 -0.23 -0.86 0.121
H -0.2902 1.8280 1.0097 0.45 -1.33 -1.68 0.008
H -1.0356 3.2865 1.5251 0.67 -1.89 1.42 0.118
H -0.8185 1.9653 4.9405 -0.17 0.79 -0.84 0.067
H -2.4733 1.8261 4.6930 0.31 0.96 -0.93 0.065
C 2.7480 1.2377 -0.6615 -3.66 0.80 -3.55 -0.054
C 1.4507 -0.5882 0.6766 0.08 0.90 -2.88 -0.065
C 1.7274 0.1613 -0.4989 -0.62 -1.96 1.01 -0.216
C 0.2361 -1.5458 -0.9800 0.16 0.16 0.33 -0.188
C 0.9254 -0.4272 -1.5930 -0.32 -0.83 2.83 -0.131
C -0.6213 -2.4308 -1.6688 1.46 1.90 -0.94 -0.028
C 0.6806 -0.1251 -2.9376 1.25 -0.04 0.07 -0.040
C -0.6564 -2.2367 -3.0386 0.20 0.88 -0.48 -0.085
C 0.0104 -1.1094 -3.6462 -0.62 -0.35 1.13 -0.098
N 0.5812 -1.6098 0.3753 -0.26 0.58 -1.20 0.056
H 1.7885 -0.4993 1.6803 0.46 0.26 0.44 0.108
H 0.1612 -2.2189 1.0521 -0.03 -0.06 -0.07 0.144
H 2.1309 2.1499 -0.9114 0.72 -0.33 0.48 0.096
H 3.3101 1.1280 -1.5988 0.45 -0.35 0.65 0.085
H -1.1933 -3.1449 -1.1581 -0.59 -1.08 0.51 0.087
H 1.1775 0.8028 -3.3620 -0.87 -1.43 0.16 0.131
H -1.2496 -2.8882 -3.6949 0.32 0.29 0.39 0.101
H -0.0719 -1.0032 -4.6859 -0.26 0.12 -1.33 0.072
H 3.2489 1.4101 0.1969 2.10 0.54 2.49 0.031

---

33
Properties=species:S:1:pos:R:3:forces:R:3:lowdin_charge:R:1 method="wB97M-V/def2-TZVPD" smiles=CCc1c[nH]c2ccccc12.CCC gap_ha=0.3249 total_energy_ev=-15278.621 total_charge=0 e_lumo_ev=0.848 fmax_ev_per_a=2.596 relative_energy_kj_mol=114.9
C -2.9943 0.3733 -0.1598 -0.49 0.21 0.13 -0.318
C -2.2315 0.8909 1.0676 0.32 -0.71 0.17 -0.121
C -4.1117 1.3396 -0.6244 -0.13 -1.48 0.85 -0.120
H -2.2618 0.2222 -0.9563 -0.10 -0.14 -0.03 0.085
H -3.4791 -0.5812 0.0505 0.28 -0.18 0.05 0.094
H -2.1150 1.9713 0.9724 0.72 -0.09 -0.06 0.072
H -1.3058 0.2870 1.1479 0.00 1.04 -0.16 0.044
H -4.5287 1.7086 0.3224 0.05 0.84 -0.57 0.072
H -3.7414 2.0441 -1.3584 -0.19 0.56 0.31 0.065
H -2.6622 0.7488 2.0666 -0.71 -0.13 -0.41 0.071
H -4.9433 0.7658 -1.0534 0.27 0.16 -0.28 0.063
C 0.2822 -1.9732 0.9134 -0.49 -0.97 -0.75 -0.193
C 0.3612 -3.4601 0.4837 0.42 0.75 -0.26 -0.091
C 0.9868 -1.1458 -0.1313 0.17 0.93 0.95 -0.188
C 0.6448 -1.0859 -1.4425 0.26 -0.66 -0.61 -0.074
C 1.9382 -0.0577 0.0948 -0.72 -0.78 0.29 -0.127
C 2.0853 0.5507 -1.1318 0.29 2.48 -0.72 -0.225
C 2.5447 0.4739 1.2620 -1.25 -0.89 -0.52 -0.030
C 2.7409 1.8140 -1.2280 0.40 -1.55 -0.58 -0.025
C 3.2839 1.6091 1.1506 -0.39 1.23 -0.36 -0.096
C 3.3156 2.3125 -0.0943 0.80 -0.12 0.68 -0.100
N 1.3212 -0.0644 -2.1099 0.72 -0.65 1.46 0.081
H -0.7674 -1.6597 0.8322 0.12 -0.23 0.39 0.087
H 0.5749 -1.8295 1.9516 0.42 0.25 -0.15 0.105
H -0.1426 -3.4749 -0.4834 -0.01 -0.61 0.07 0.061
H 0.1807 -1.8537 -2.0474 -0.56 0.27 0.18 0.120
H 0.8806 0.4599 -2.8316 -0.01 0.18 -0.53 0.138
H 2.1886 0.0208 2.1849 0.78 0.10 0.18 0.109
H 2.9975 2.1703 -2.2248 -0.45 0.53 0.26 0.109
H 3.7203 2.1058 2.0108 -0.02 -0.22 0.00 0.097
H 3.8703 3.2484 -0.1194 -0.07 -0.18 -0.14 0.098
H -0.0379 -4.2014 1.1600 -0.49 0.05 0.25 0.062
H 1.4050 -3.7294 0.3251 0.06 0.00 -0.10 0.076

---

36
Properties=species:S:1:pos:R:3:forces:R:3:lowdin_spin:R:1 method="wB97M-V/def2-TZVPD" s2=2.019 multiplicity=3 gap_ha="0.1225 / 0.2664" total_energy_ev=-30846.069 total_charge=-1 e_lumo_ev="2.769 / 2.712" fmax_ev_per_a=3.497
C -1.3741 1.8826 -2.6326 -1.33 1.26 -0.38 0.118
Pt 0.0832 0.4483 -3.1968 -2.88 0.94 -1.75 0.423
N 1.0242 -1.2802 -3.8560 1.30 -1.00 -1.04 0.061
H 0.0565 1.0202 -4.6743 0.43 0.40 -0.23 0.044
H 2.0350 -1.1319 -3.9442 -0.42 -0.13 0.07 0.026
H -1.7597 0.6285 -3.2427 1.45 -0.53 -0.15 0.152
H -1.7946 2.5012 -3.4767 0.24 -0.57 0.92 0.004
H -0.7063 2.5557 -2.0920 0.34 0.01 0.20 0.031
H -2.1904 1.6556 -1.9043 0.51 0.31 -0.35 0.016
H 0.8620 -2.0292 -3.1884 0.05 0.02 0.19 0.012
H 0.6898 -1.5926 -4.7732 0.10 0.18 0.28 0.018
N -0.0326 -0.4808 -1.4201 1.20 -1.64 1.98 0.063
S 1.0557 -0.1557 -0.2280 -1.85 2.46 1.10 0.208
C 0.3452 1.2249 0.7258 2.11 -1.76 -1.52 0.163
C -1.0002 1.2113 1.1034 -1.68 -0.01 0.61 0.175
C -1.4891 2.2721 1.8718 -0.68 -0.43 0.15 0.026
C -0.6646 3.3058 2.2732 -0.83 1.26 1.12 0.176
C 0.6821 3.3163 1.8805 1.75 -0.75 -1.02 0.091
C 1.1793 2.2843 1.0825 -0.01 0.87 0.68 0.064
C 0.7464 -1.5104 0.9433 -0.07 -0.73 -0.18 0.059
C 1.0858 -1.3453 2.2876 -0.11 -0.25 -0.07 0.012
C 0.8525 -2.3798 3.1935 0.04 0.00 -0.20 0.002
C 0.2978 -3.5906 2.7556 0.02 0.14 0.35 -0.001
C 0.0006 -3.7526 1.4053 -0.12 -0.49 -0.04 0.004
C 0.2418 -2.7287 0.4861 -0.05 -0.10 0.42 0.010
H -0.8834 -0.8882 -1.0603 -0.33 0.25 0.15 0.004
H -1.6640 0.3943 0.8229 0.13 0.20 -0.05 0.016
H -2.5546 2.2861 2.1930 0.82 -0.12 -0.33 -0.004
H -1.0248 4.1387 2.9257 0.12 -0.87 -0.67 0.013
H 1.3734 4.1028 2.1862 -0.29 -0.06 -0.08 0.005
H 2.2079 2.2424 0.7270 -0.06 0.26 0.21 0.000
H 1.5225 -0.3993 2.6055 -0.20 -0.12 -0.03 0.003
H 1.1060 -2.2302 4.2444 -0.10 -0.10 -0.27 0.000
H 0.0956 -4.3918 3.4885 0.12 0.47 -0.56 0.000
H -0.4338 -4.7034 1.0603 0.25 0.48 0.14 0.001
H 0.0290 -2.8804 -0.5724 0.01 0.16 0.32 0.003

---

39
Properties=species:S:1:pos:R:3:forces:R:3:lowdin_charge:R:1 method="wB97M-V/def2-TZVPD" gap_ha=0.3463 total_energy_ev=-35225.196 total_charge=0 e_lumo_ev=0.681 fmax_ev_per_a=18.546 relative_energy_kj_mol=1290.1
C 2.7989 -4.3119 1.3800 -1.14 4.44 1.48 -0.081
C 1.7458 -3.5221 0.4803 -0.39 -5.13 3.08 -0.246
C 0.7160 -2.8385 1.2884 4.56 -1.86 7.98 -0.326
C -0.3806 -2.2804 0.6564 0.18 0.40 -4.37 -0.222
C 0.1510 -1.1914 -0.3812 -10.16 -4.72 0.06 -0.133
C 0.7374 -0.1170 0.2328 3.93 -0.07 -3.19 -0.303
H 1.6551 -0.4415 0.7412 0.73 0.77 -0.91 0.174
C 0.0230 0.7139 1.0586 -6.11 -1.85 6.04 -0.215
H 0.3038 0.4508 2.1046 -0.30 0.69 -0.41 0.167
H -1.1237 0.5833 1.0311 1.41 -0.83 -0.20 0.175
C 0.1374 2.0192 0.6316 4.52 8.46 1.87 -0.171
C 0.7815 1.9101 -0.7936 -1.86 12.35 0.97 -0.470
O 1.0400 3.0546 -1.4251 -0.69 -6.17 1.96 -0.018
O 0.9046 0.7385 -1.0282 3.36 -5.19 -2.04 0.150
H 1.1945 2.5865 1.2346 -2.72 -1.56 -1.64 0.239
C -1.0274 3.0662 1.0612 10.74 -1.37 -15.06 0.068
C -0.9573 4.3926 0.1100 -5.86 -15.55 -5.33 -0.319
O -0.6065 5.3775 0.3341 4.65 13.03 3.11 0.256
N -1.6079 4.1011 -1.4156 0.35 -2.77 5.68 0.091
C -2.0268 2.8170 -1.7902 0.91 5.46 -3.62 -0.706
N -1.9430 1.7088 -1.2836 -1.50 -5.23 3.23 -0.015
N -2.5135 0.5801 -1.9971 1.34 3.29 -4.24 -0.005
C -2.6619 1.0411 -3.3221 0.41 -2.85 1.86 -0.475
S -2.4277 2.7034 -3.4722 -0.50 0.39 -1.51 1.026
H -2.7429 0.3854 -4.3260 -0.33 1.37 2.93 0.116
H -1.5295 4.9132 -1.9415 -0.07 0.97 -1.76 0.076
H -1.8148 2.6719 0.9405 -10.88 -5.49 -1.88 -0.003
H -0.9942 3.4981 1.7965 1.66 7.09 14.76 -0.017
H 0.5233 -1.8526 -1.0674 2.11 -0.40 -2.14 0.091
H -1.0132 -0.9238 -0.8201 3.52 0.02 0.65 0.184
H -1.0887 -1.9302 1.2765 -2.47 1.46 2.26 0.078
H -0.8110 -3.1618 0.1385 -0.30 0.81 -0.41 0.145
H 0.3685 -3.6366 2.1359 0.67 1.63 -1.88 0.165
H 1.3994 -2.0929 2.0630 -1.98 -1.36 -1.97 0.175
H 1.3108 -4.3987 -0.0073 -0.76 0.09 -0.36 0.117
H 2.1258 -3.0222 -0.2972 2.04 2.38 -2.50 0.063
H 3.5535 -3.5750 1.8285 -1.33 -1.15 0.21 0.102
H 3.3746 -4.8960 0.8404 3.05 -2.45 -3.64 -0.008
H 2.4253 -5.1207 2.0037 -0.80 0.90 0.92 0.077

---

43
Properties=species:S:1:pos:R:3:forces:R:3:lowdin_charge:R:1 method="wB97M-V/def2-TZVPD" gap_ha="0.2513 / 0.2513" total_energy_ev=-53398.858 total_charge=+2 e_lumo_ev="-8.989 / -8.989" fmax_ev_per_a=4.443
Pt 0.7485 -0.1388 0.3767 2.99 -0.60 3.23 1.139
O -1.1461 3.8200 -1.2678 -0.02 -0.04 0.10 0.189
C -0.7551 2.6764 -0.7484 -0.25 0.09 -0.01 -0.465
O -0.0168 1.8785 -1.2769 0.19 0.02 -0.58 0.037
C -1.3251 2.4205 0.6053 -0.04 -0.19 0.34 -0.170
C -2.2128 3.2715 1.2301 -0.06 0.10 0.08 0.062
C -2.6619 2.9466 2.5098 -0.09 0.08 -0.08 0.031
C -2.2025 1.7952 3.1155 0.05 -0.08 0.09 0.069
C -1.3080 0.9957 2.4170 0.05 0.13 -0.21 -0.184
N -0.8941 1.2975 1.1998 -0.73 0.55 -1.20 0.015
C -0.6583 -0.2140 3.0013 0.30 -0.36 -0.17 -0.545
O -0.7338 -0.4686 4.1684 -0.01 -0.14 0.03 0.167
O 0.0412 -0.9353 2.1199 -1.00 0.59 0.27 -0.250
H -0.7791 3.9438 -2.1573 0.06 -0.02 -0.06 0.164
H -2.5437 4.1691 0.7274 0.00 0.00 0.02 0.140
H -3.3600 3.5963 3.0210 0.01 -0.01 -0.01 0.137
H -2.5009 1.4947 4.1109 0.00 0.01 0.00 0.146
N 2.0672 -0.1677 -1.2894 -0.41 0.63 -0.26 -0.107
C 2.8084 -1.4254 -1.6847 -0.42 -0.10 -0.02 -0.194
C 1.8675 -2.6082 -1.9005 0.01 0.24 0.29 -0.156
C 1.1919 -3.1077 -0.6010 -0.01 -0.20 -0.46 -0.201
C -0.2978 -2.8754 -0.5917 0.01 0.05 0.11 -0.175
N -0.5498 -1.3855 -0.6642 0.29 -0.60 0.06 -0.062
H 1.5262 0.1703 -2.0830 0.22 0.14 -0.16 0.098
H 2.7427 0.5624 -1.0760 0.09 0.05 -0.21 0.093
H 3.5454 -1.6583 -0.9200 -0.01 0.14 0.09 0.097
H 3.3415 -1.1943 -2.6053 0.05 0.04 -0.02 0.136
H 2.4364 -3.4240 -2.3420 0.09 0.10 -0.10 0.131
H 1.1271 -2.3146 -2.6566 0.00 -0.18 0.01 0.120
H 1.5884 -2.5841 0.2578 0.17 -0.22 0.14 0.005
H 1.4038 -4.1623 -0.4298 -0.11 -0.03 -0.12 0.136
H -0.7520 -3.2676 0.3150 -0.03 0.18 0.08 0.133
H -0.7797 -3.3504 -1.4458 -0.10 0.07 -0.03 0.138
H -1.4934 -1.1682 -0.3534 -0.08 -0.04 -0.11 0.124
H -0.4549 -1.0901 -1.6315 -0.34 0.00 -0.09 0.101
C 2.5828 1.5743 4.6733 -0.01 -0.05 -0.04 0.052
O 2.8035 0.3803 3.8385 0.08 0.14 0.05 -0.066
C 2.5170 0.3543 2.6053 0.49 0.52 0.10 -1.152
S 2.7571 -1.0168 1.6682 -0.84 -0.93 -0.97 0.935
S 1.9274 1.5873 1.5906 -0.62 0.00 -0.10 0.821
H 3.4164 1.5989 5.3638 0.05 -0.04 -0.01 0.116
H 1.6474 1.4156 5.2008 -0.04 -0.05 -0.02 0.114
H 2.5530 2.4708 4.0613 0.03 0.00 -0.06 0.081

---

43
Properties=species:S:1:pos:R:3:forces:R:3:lowdin_charge:R:1 method="wB97M-V/def2-TZVPD" smiles="c1cc([SiH2]CCCCSc2nnco2)ccn1.O=S1(=O)OCCO1" gap_ha=0.3380 total_energy_ev=-58042.976 total_charge=0 e_lumo_ev=0.176 fmax_ev_per_a=0.729
C 5.1241 -1.3431 3.2492 0.07 -0.19 -0.07 -0.154
C 4.3967 -1.6342 2.1019 -0.09 0.15 0.07 -0.102
C 3.4413 -0.7328 1.6305 0.15 0.06 0.15 -0.311
Si 2.4681 -1.1434 0.0738 -0.13 -0.32 -0.07 0.715
C 0.6450 -0.7200 0.1459 0.26 0.13 -0.22 -0.338
C 0.3147 0.7658 0.2862 -0.36 -0.14 0.46 -0.280
C -1.1965 1.0622 0.3413 0.47 0.35 0.28 -0.259
C -1.7220 1.2971 1.7545 -0.24 -0.36 -0.16 -0.448
S -1.4029 -0.0138 2.9781 0.21 0.12 0.09 1.001
C -2.5867 -1.1935 2.5348 -0.34 -0.37 0.35 -0.693
N -3.1810 -2.0122 3.3476 0.45 0.49 -0.18 0.041
N -3.9658 -2.8347 2.5613 -0.13 0.01 -0.35 0.049
C -3.8085 -2.4309 1.3529 -0.30 -0.55 0.37 -0.197
O -2.9424 -1.4065 1.2370 0.09 0.18 0.02 0.025
C 3.2967 0.4323 2.3857 0.12 -0.16 -0.03 -0.082
C 4.0622 0.6187 3.5294 -0.12 0.17 -0.02 -0.153
N 4.9729 -0.2413 3.9789 -0.17 -0.05 -0.27 0.060
H 5.8688 -2.0495 3.5921 0.07 -0.04 0.10 0.101
H 4.5750 -2.5682 1.5881 0.04 -0.08 -0.03 0.088
H 2.5839 -2.6140 -0.0921 0.05 0.01 0.03 -0.025
H 3.1081 -0.5393 -1.1175 0.00 0.17 0.06 -0.027
H 0.2323 -1.0649 -0.8018 -0.04 -0.12 -0.08 0.051
H 0.1745 -1.3235 0.9208 -0.03 0.06 0.19 0.054
H 0.7418 1.1491 1.2149 0.13 0.08 0.01 0.073
H 0.7648 1.3301 -0.5263 0.09 -0.03 -0.12 0.100
H -1.7575 0.2743 -0.1480 -0.09 0.01 -0.17 0.092
H -1.3665 2.0103 -0.1722 -0.22 -0.08 -0.26 0.110
H -2.7970 1.4659 1.7457 -0.06 0.10 0.02 0.081
H -1.2551 2.1745 2.1959 0.08 0.06 0.07 0.077
H -4.2953 -2.8399 0.4873 0.09 0.15 -0.20 0.128
H 2.6019 1.2043 2.0940 -0.06 0.09 0.02 0.081
H 3.9243 1.5206 4.1115 0.04 0.07 0.09 0.101
C -2.6733 2.0589 -4.5726 0.00 0.10 -0.23 -0.155
C -2.6736 0.6024 -4.9915 -0.20 -0.08 0.16 -0.157
O -1.2878 0.2330 -4.9494 0.08 0.17 -0.05 -0.182
S -0.5491 1.0207 -3.7723 -0.22 0.04 -0.09 0.602
O -0.4855 0.2030 -2.6134 0.02 0.05 -0.07 -0.217
O 0.6121 1.6331 -4.2996 0.12 -0.05 -0.01 -0.203
O -1.6856 2.1211 -3.5331 -0.04 -0.17 0.06 -0.190
H -2.3666 2.7154 -5.3884 0.00 -0.02 -0.01 0.135
H -3.6305 2.3846 -4.1759 0.06 0.02 0.14 0.136
H -3.0533 0.4501 -5.9973 0.15 -0.04 -0.06 0.136
H -3.2268 -0.0219 -4.2873 -0.01 0.02 0.00 0.134